No. 1
A single C2H4ClOP molecule at a distorted geometry, computed with wB97M-V/def2-TZVPD.

- Orbital gap: 0.291 Ha
- HOMO energy: -9.10 eV
- ΔE to the lowest compared entry with this formula, charge and spin: 207.4 kJ/mol

Cartesian coordinates (Å):
C1 0.59684 -1.14875 -0.13912
C2 -0.98680 1.11168 0.32716
O1 1.77128 1.33856 0.03991
P1 0.54257 0.67749 -0.35050
Cl1 -2.37131 0.15344 -0.21717
H1 0.80421 -1.16942 0.90981
H2 -0.47149 -1.35313 -0.10269
H3 1.25759 -1.72894 -0.70756
H4 -1.14290 2.11907 0.24017

Partial atomic charges computed with the natural (NBO) method, in multiples of e: C -0.98; C -0.70; O -1.00; P 1.73; Cl -0.02; H 0.26; H 0.26; H 0.25; H 0.21

No. 2
A molecular structure, C13H23AsCl2F6NO4S3Si2TaTe at a distorted geometry, computed with wB97M-V/def2-TZVPD.

- Orbital gap: 0.273 Ha
- HOMO energy: -14.50 eV
- ΔE to the lowest compared entry with this formula, charge and spin: 190.5 kJ/mol
- Charge: +2

Cartesian coordinates (Å):
Ta1 -0.49737 -0.05815 -0.15028
F1 0.97226 3.76906 2.44896
C1 -0.12236 4.00507 1.77447
F2 -1.10893 4.33541 2.56024
F3 0.07492 4.90762 0.84240
S1 -0.64573 2.36962 0.93716
O1 -1.93533 1.99210 1.43711
O2 0.38302 1.34383 1.35581
N1 -0.48809 2.21566 -0.66395
S2 -1.82780 1.79765 -1.65858
O3 -0.36308 -0.09541 -1.82662
O4 -2.45639 0.68624 -0.79106
C2 -2.95125 3.31239 -1.41264
F4 -4.19154 2.86513 -1.38198
F5 -2.74004 4.06010 -2.48547
F6 -2.67193 3.99875 -0.31398
Te1 -1.91596 -2.11790 1.46756
C3 -3.28283 -3.05351 0.24489
C4 -3.96134 -4.19040 0.59514
C5 -4.82474 -4.62418 -0.44299
C6 -4.77736 -3.80994 -1.53560
S3 -3.70405 -2.50001 -1.31861
H1 -3.85675 -4.69807 1.54398
H2 -5.45881 -5.49548 -0.37769
H3 -5.33525 -3.90226 -2.45442
C7 0.89006 -5.37137 1.96993
Si1 1.58816 -3.64894 2.05626
C8 1.18550 -2.81716 3.66404
C9 3.40494 -3.51127 1.67314
As1 0.35228 -2.55735 0.24322
Si2 0.38789 -4.00549 -1.81526
C10 -1.00904 -5.20269 -1.55896
C11 2.10616 -4.68177 -1.66370
C12 0.18098 -2.88749 -3.26906
H4 1.43230 -5.96333 2.71534
H5 1.00746 -5.87674 1.01164
H6 -0.16324 -5.39581 2.25625
H7 1.47360 -3.51168 4.45983
H8 0.13263 -2.58234 3.82583
H9 1.77228 -1.90736 3.79379
H10 3.83487 -2.68083 2.23340
H11 3.64501 -3.37343 0.61963
H12 3.90516 -4.42895 1.99418
H13 -0.68434 -6.22078 -1.78694
H14 -1.83088 -4.95302 -2.23262
H15 -1.39562 -5.19960 -0.53988
H16 2.35486 -5.14076 -0.70972
H17 2.85434 -3.93033 -1.92084
H18 2.18240 -5.47114 -2.42136
H19 -0.61582 -2.15810 -3.12807
H20 -0.09503 -3.51021 -4.12635
H21 1.10092 -2.36140 -3.52490
Cl1 3.19224 -0.14852 1.74322
C13 3.70488 -0.16556 0.06578
Cl2 2.37351 0.29449 -1.04592
H22 4.02888 -1.16190 -0.21029
H23 4.49674 0.56083 -0.07515

Partial atomic charges computed with the Löwdin method, in multiples of e: Ta 1.17; F 0.21; C -0.68; F 0.22; F 0.20; S 0.65; O -0.27; O -0.48; N -0.44; S 1.12; O -0.57; O -0.61; C -0.73; F 0.18; F 0.16; F 0.15; Te 1.10; C -1.01; C -0.23; C -0.15; C -0.37; S 0.97; H 0.11; H 0.12; H 0.09; C -0.20; Si 0.30; C -0.21; C -0.22; As 0.60; Si 0.40; C -0.19; C -0.20; C -0.20; H 0.06; H 0.03; H 0.04; H 0.06; H 0.00; H 0.02; H 0.00; H 0.01; H 0.06; H 0.05; H 0.04; H 0.02; H 0.02; H 0.04; H 0.06; H 0.01; H 0.06; H 0.05; Cl 0.61; C -0.90; Cl 0.59; H 0.02; H 0.05

No. 3
A molecular structure, C5H6O2, computed with wB97M-V/def2-TZVPD.

- Orbital gap: 0.352 Ha
- HOMO energy: -8.75 eV
- ΔE to the lowest compared entry with this formula, charge and spin: 617.6 kJ/mol

Cartesian coordinates (Å):
C1 -1.11353 -1.85736 -0.60942
C2 -0.20984 0.22862 0.95377
O1 0.20911 -0.54127 -0.20571
C3 1.54414 -0.58820 -0.48288
O2 2.38852 -0.06164 0.17826
C4 -0.47017 1.61779 0.59483
C5 -0.74484 2.76057 0.33968
H1 -1.37201 -1.38617 -1.58091
H2 -1.12235 -0.28436 1.25710
H3 -0.36622 -2.62980 -0.89237
H4 0.55732 0.14489 1.72562
H5 1.70059 -1.17654 -1.39773
H6 -1.00073 3.77347 0.11975

Partial atomic charges computed with the natural (NBO) method, in multiples of e: C -0.38; C -0.16; O -0.46; C 0.67; O -0.54; C -0.06; C -0.18; H 0.11; H 0.27; H 0.10; H 0.24; H 0.14; H 0.24

No. 4
A single C2H4N2O2 molecule at a distorted geometry, computed with wB97M-V/def2-TZVPD.

- Orbital gap (spin up / spin down): 0.285 / 0.286 Ha
- HOMO energy (spin up / spin down): -8.26 / -8.25 eV
- ΔE to the lowest compared entry with this formula, charge and spin: 559.3 kJ/mol

Cartesian coordinates (Å):
N1 0.04856 -1.08085 -0.59597
C1 0.53768 0.22878 -0.39040
C2 -0.75712 -0.53665 0.48167
O1 1.88304 0.29418 -0.30127
N2 -1.67321 0.32645 -0.03537
O2 -0.08506 1.31161 -0.81499
H1 2.11185 1.23620 -0.26332
H2 0.73476 -1.75654 -0.27338
H3 -2.03898 0.92809 0.70868
H4 -0.76154 -0.95126 1.48434

Partial atomic charges computed with the natural (NBO) method, in multiples of e: N -0.57; C 0.81; C -0.01; O -0.65; N -0.41; O -0.60; H 0.51; H 0.38; H 0.34; H 0.21

Which value of ΔE to the lowest compared entry with this formula, charge and spin does entry 3 give? 617.6 kJ/mol

Number 4 is which compound? C2H4N2O2

Please write out number 4 again, unchanged.
A single C2H4N2O2 molecule at a distorted geometry, computed with wB97M-V/def2-TZVPD.

- Orbital gap (spin up / spin down): 0.285 / 0.286 Ha
- HOMO energy (spin up / spin down): -8.26 / -8.25 eV
- ΔE to the lowest compared entry with this formula, charge and spin: 559.3 kJ/mol

Cartesian coordinates (Å):
N1 0.04856 -1.08085 -0.59597
C1 0.53768 0.22878 -0.39040
C2 -0.75712 -0.53665 0.48167
O1 1.88304 0.29418 -0.30127
N2 -1.67321 0.32645 -0.03537
O2 -0.08506 1.31161 -0.81499
H1 2.11185 1.23620 -0.26332
H2 0.73476 -1.75654 -0.27338
H3 -2.03898 0.92809 0.70868
H4 -0.76154 -0.95126 1.48434

Partial atomic charges computed with the natural (NBO) method, in multiples of e: N -0.57; C 0.81; C -0.01; O -0.65; N -0.41; O -0.60; H 0.51; H 0.38; H 0.34; H 0.21